Record 1
ORCA calculation (wB97M-V/def2-TZVPD) on C35H61BaN4OPSSi2 as an isolated structure.

Results
**E_HOMO**: -6.734 eV
**Electronic energy**: -81873.3620 eV
**HOMO-LUMO gap**: 6.970 eV
**Energy relative to the best compared isomer or geometry (same formula, charge and spin)**: 0.000 eV
**Largest force on an atom**: 0.26 eV/A

Each line ends with the Löwdin charge.
Geometry (Å):
Ba 0.2216 -0.8192 1.4345  1.786
C 1.6978 -4.3086 2.6416  -0.178
Si -0.0886 -4.2405 3.2649  0.377
C -0.5823 -6.0311 3.6096  -0.182
C -0.0605 -3.3782 4.9395  -0.177
C -1.0971 -3.3240 2.0534  -0.527
C -0.9775 -3.7944 0.6564  -0.445
C -1.3880 -5.0656 0.2109  -0.029
C -1.2652 -5.4171 -1.1167  -0.065
C -0.7271 -4.5055 -2.0211  -0.078
C -0.3322 -3.2799 -1.5275  -0.152
N -0.4438 -2.9351 -0.2429  -0.042
Si -2.7474 -2.6748 2.4758  0.367
C -3.4663 -1.8172 0.9496  -0.171
C -4.0170 -3.9431 3.0534  -0.178
C -2.6824 -1.3183 3.7939  -0.181
H 2.3320 -4.9243 3.2842  0.029
H 2.1529 -3.3113 2.6103  0.008
H 1.7421 -4.7254 1.6314  0.029
H 0.0369 -6.4655 4.3996  0.026
H -0.4699 -6.6585 2.7219  0.019
H -1.6262 -6.0905 3.9286  0.021
H 0.6795 -3.8538 5.5887  0.033
H -1.0259 -3.4448 5.4473  0.027
H 0.2091 -2.3228 4.8504  0.003
H -1.8182 -5.7498 0.9303  0.105
H -1.5926 -6.3934 -1.4537  0.106
H -0.6173 -4.7403 -3.0706  0.096
H 0.1034 -2.5274 -2.1792  0.095
H -3.4701 -2.4762 0.0771  0.038
H -2.9003 -0.9182 0.6819  -0.008
H -4.4936 -1.4894 1.1296  0.039
H -4.1287 -4.7402 2.3135  0.025
H -4.9994 -3.4918 3.2165  0.025
H -3.7017 -4.4092 3.9911  0.021
H -2.2003 -0.4154 3.3985  -0.015
H -2.1582 -1.6235 4.7008  0.008
H -3.6965 -1.0214 4.0751  0.037
C 0.1501 2.8558 5.7553  -0.028
N 0.9251 1.9236 4.9511  -0.117
C 2.1432 2.1555 4.3736  -0.070
C 2.4620 1.0177 3.6968  -0.160
N 1.4503 0.0901 3.8355  -0.090
C 0.5491 0.6825 4.5952  -0.209
H 0.5542 3.8536 5.6136  0.083
H 0.2001 2.5817 6.8081  0.092
H -0.8794 2.8653 5.4070  0.081
H 2.6553 3.0941 4.4903  0.122
H 3.3527 0.8070 3.1279  0.099
H -0.3944 0.2549 4.9001  0.124
O 1.0355 0.1264 -0.8368  -0.572
P 0.7921 1.4196 -1.5906  0.815
C 1.5497 1.2728 -3.2424  -0.347
C 0.6701 0.4689 -4.2238  -0.175
C 1.4964 -0.1079 -5.3894  -0.186
C 2.7144 0.7623 -5.6752  -0.199
C 3.6704 0.7348 -4.4726  -0.182
C 2.9090 0.5609 -3.1506  -0.199
C 1.4751 2.8106 -0.6126  -0.336
C 0.9747 4.2287 -0.9201  -0.190
C 1.7120 4.9062 -2.0697  -0.192
C 3.2114 4.9398 -1.7906  -0.196
C 3.7479 3.5285 -1.5721  -0.193
C 3.0037 2.8039 -0.4487  -0.179
C -0.9911 1.7764 -1.7183  -0.331
C -1.8499 0.5059 -1.7977  -0.204
C -3.3200 0.8914 -1.6548  -0.176
C -3.7528 1.9301 -2.7168  -0.177
C -2.5954 2.3396 -3.6264  -0.205
C -1.3930 2.8097 -2.8082  -0.177
H 1.6995 2.2848 -3.6303  0.105
H -0.1233 1.1073 -4.6133  0.099
H 0.1883 -0.3530 -3.6900  0.097
H 0.8644 -0.2044 -6.2733  0.110
H 1.8355 -1.1176 -5.1417  0.114
H 2.3839 1.7869 -5.8720  0.112
H 3.2294 0.4292 -6.5772  0.108
H 4.2544 1.6586 -4.4438  0.104
H 4.3863 -0.0827 -4.5832  0.112
H 3.5132 0.9114 -2.3163  0.088
H 2.7128 -0.4943 -2.9489  0.118
H 1.0400 2.5340 0.3574  0.081
H 1.1359 4.8130 -0.0097  0.100
H -0.1029 4.2402 -1.0734  0.086
H 1.3261 5.9191 -2.2025  0.114
H 1.5268 4.3799 -3.0132  0.096
H 3.3917 5.5425 -0.8938  0.117
H 3.7469 5.4231 -2.6107  0.110
H 4.8143 3.5578 -1.3360  0.116
H 3.6568 2.9764 -2.5106  0.083
H 3.2210 3.3214 0.4921  0.122
H 3.3737 1.7827 -0.3263  0.101
H -1.2003 2.2027 -0.7294  0.097
H -1.5708 -0.1931 -1.0084  0.062
H -1.6894 -0.0260 -2.7367  0.104
H -3.4650 1.2961 -0.6499  0.112
H -3.9380 -0.0054 -1.7153  0.108
H -4.1444 2.8235 -2.2241  0.110
H -4.5678 1.5350 -3.3253  0.105
H -2.9095 3.1418 -4.2975  0.114
H -2.3139 1.4985 -4.2651  0.100
H -1.6614 3.7515 -2.3259  0.110
H -0.5584 3.0439 -3.4747  0.094
S -0.6439 4.1609 2.4883  0.511
C -0.9265 2.6112 2.0592  -1.001
N -1.1152 1.4984 1.7358  -0.135

Record 2
ORCA calculation (wB97M-V/def2-TZVPD) on C19H50CdNO12 as an isolated structure at a distorted geometry.

Results
**E_HOMO**: -10.551 eV
**Electronic energy**: -51128.8992 eV
**HOMO-LUMO gap**: 8.227 eV
**Largest force on an atom**: 2.43 eV/A
**Total charge**: +1

Each line ends with the Löwdin charge.
Geometry (Å):
Cd 2.3749 -0.2994 -0.2732  1.462
O 0.6530 -0.6114 -1.4597  -0.426
H 0.1970 0.2228 -1.3211  -0.089
C 1.8700 -3.4209 -3.7745  -0.222
C 0.6196 -3.4332 -4.6408  -0.284
O -0.3738 -2.7989 -3.9392  -0.052
O 2.2389 -2.0612 -3.4266  -0.128
H 2.7751 -3.8936 -4.2713  0.134
H 1.6950 -3.9727 -2.8016  0.115
H 0.2828 -4.4497 -4.9712  0.132
H 0.7879 -3.0101 -5.6310  0.124
H -0.6961 -3.3289 -3.1972  0.090
H 1.4148 -1.6970 -3.0299  0.027
C 0.8311 3.1812 -3.6492  -0.231
C 2.0276 2.7899 -2.8471  -0.217
O 1.5731 2.7814 -1.5155  -0.108
O 0.2712 4.3339 -3.0443  -0.045
H 0.0635 2.3777 -3.5800  0.144
H 1.1268 3.3315 -4.6607  0.118
H 2.8756 3.4910 -2.9435  0.138
H 2.3137 1.7716 -3.1343  0.126
H 0.9455 3.4828 -1.3536  0.086
H -0.6059 4.3278 -3.4260  0.100
C 5.0993 0.9174 -1.6178  -0.164
C 4.7430 1.6025 -0.2709  -0.184
O 3.3412 1.5851 0.0042  -0.185
O 4.2940 -0.3036 -1.7809  -0.153
H 6.1738 0.6861 -1.5515  0.131
H 4.8630 1.5203 -2.4660  0.101
H 5.1914 2.5952 -0.3022  0.136
H 5.2198 0.9732 0.4814  0.119
H 2.7221 2.2526 -0.4055  0.072
H 4.1996 -0.6994 -2.6586  0.087
C -1.1929 -3.4622 0.1505  -0.237
C 0.0027 -4.2518 0.6300  -0.193
O 0.7145 -3.5212 1.6850  -0.111
O -1.0001 -2.0826 0.2663  -0.107
H -1.9806 -3.6637 0.9384  0.139
H -1.4247 -3.8211 -0.8572  0.121
H 0.7835 -4.3611 -0.1528  0.113
H -0.3762 -5.2634 0.9672  0.142
H 0.7718 -4.1262 2.4587  0.113
H -0.8098 -1.5431 -0.5306  0.065
C 3.2304 -1.9128 2.4799  -0.190
C 2.2329 -0.8150 2.8062  -0.207
O 1.4081 -0.6802 1.6989  -0.176
O 3.7730 -1.4989 1.2349  -0.137
H 2.8751 -2.9299 2.3025  0.111
H 4.0455 -1.8796 3.2228  0.135
H 2.7951 0.1120 2.8610  0.126
H 1.6064 -0.8744 3.7105  0.152
H 0.7025 -1.3545 1.7359  0.070
H 4.1432 -2.1339 0.6225  0.101
C -1.1699 1.8820 0.1014  -0.053
C -2.3052 1.9088 1.1100  -0.508
C -3.6645 2.3295 0.3248  -0.110
C -4.8802 2.2609 1.1814  -0.207
C -4.9718 0.8530 1.8179  -0.114
C -3.6505 0.4484 2.5759  -0.471
N -2.4805 0.5629 1.6203  -0.090
O -1.2933 0.1269 2.2456  -0.051
C -3.6183 1.2981 3.8143  -0.044
C -3.7292 -1.0543 2.9402  -0.030
C -1.8748 2.9172 2.1222  -0.047
H -1.2232 0.8898 -0.3585  0.071
H -0.1696 1.9282 0.5439  0.075
H -1.1884 2.7265 -0.6046  0.091
H -3.6039 3.3997 0.0229  0.128
H -3.7912 1.7233 -0.5664  0.115
H -5.8128 2.3631 0.6431  0.113
H -4.7995 3.0377 1.9463  0.100
H -5.0299 0.2418 0.9052  0.121
H -5.7786 0.7015 2.5235  0.120
H -3.9734 0.8575 4.7082  0.075
H -2.6265 1.5643 4.1389  0.078
H -4.1670 2.2475 3.6822  0.084
H -2.8465 -1.2985 3.4905  0.063
H -4.5910 -1.1957 3.5627  0.074
H -3.7863 -1.7524 2.0534  0.101
H -1.0400 2.4468 2.6190  0.086
H -2.6990 3.2959 2.7133  0.069
H -1.4409 3.8158 1.6355  0.101
H -1.2025 -0.7065 1.7155  0.075

Record 3
ORCA calculation (wB97M-V/def2-TZVPD) on a 2-piece molecular cluster, CF4N2 overall at a distorted geometry.

Results
**E_HOMO (alpha / beta)**: -10.504 / -11.318 eV
**Electronic energy**: -14877.5418 eV
**HOMO-LUMO gap (alpha / beta)**: 9.164 / 9.597 eV
**Energy relative to the best compared isomer or geometry (same formula, charge and spin)**: 3.637 eV
**Largest force on an atom**: 2.49 eV/A

Each line ends with the Löwdin charge.
Geometry (Å):
C 0.6912 0.2516 0.1106  -0.203
N 1.3958 -0.7164 0.0493  0.105
N -1.5742 -0.1027 -0.5329  0.065
F 0.6431 1.5421 0.0303  0.147
F 2.8252 -0.6279 -0.0191  -0.072
F -1.8120 -1.2141 0.1910  -0.025
F -2.1693 0.8675 0.1709  -0.017

Record 4
ORCA calculation (wB97M-V/def2-TZVPD) on C6H14NO as an isolated structure at a distorted geometry.

Results
**E_HOMO**: -2.641 eV
**Electronic energy**: -9983.3250 eV
**HOMO-LUMO gap**: 6.378 eV
**Energy relative to the best compared isomer or geometry (same formula, charge and spin)**: 3.299 eV
**Largest force on an atom**: 4.67 eV/A
**Total charge**: -1

Each line ends with the Löwdin charge.
Geometry (Å):
C 1.8758 0.7247 -0.2867  -0.513
O 3.1579 0.4863 -0.2085  -0.324
C 0.8323 -0.4423 0.2672  -0.315
C -0.5140 0.2710 0.4838  -0.394
C -1.2619 -0.3146 1.6817  -0.094
C -1.3630 0.1773 -0.8038  -0.243
C -2.6623 0.9570 -0.7633  -0.119
N 0.3606 -1.9184 -0.2987  0.002
H 1.5152 0.8558 -1.3576  0.081
H 1.5496 1.6499 0.2327  0.081
H 1.3087 -0.7648 1.1815  0.106
H -0.3685 1.3246 0.7344  0.116
H -1.9950 0.4069 2.0447  0.054
H -0.5612 -0.4216 2.5092  0.069
H -1.7814 -1.2567 1.4905  0.074
H -0.7267 0.3853 -1.6782  0.107
H -1.6201 -0.8834 -0.8221  0.085
H -2.5228 2.0224 -0.9493  0.063
H -3.3801 0.6098 -1.5098  0.062
H -3.1182 0.9252 0.2129  0.048
H 1.0443 -2.4354 0.2627  0.024
H 0.9148 -1.1471 -0.8280  0.030

Record 5
ORCA calculation (wB97M-V/def2-TZVPD) on a 2-piece molecular cluster, C4H12O2 overall at a distorted geometry.

Results
**Structure (SMILES)**: CCO.CCO
**E_HOMO**: -10.282 eV
**Electronic energy**: -8436.6602 eV
**HOMO-LUMO gap**: 11.059 eV
**Energy relative to the best compared isomer or geometry (same formula, charge and spin)**: 0.854 eV
**Largest force on an atom**: 2.53 eV/A

Each line ends with the Löwdin charge.
Geometry (Å):
C -0.8767 -1.1603 2.8559  -0.108
C -0.1369 -0.0175 3.3480  -0.369
O -0.4331 1.1731 2.6578  -0.072
H -0.8528 -1.9998 3.5507  0.079
H -0.5992 -1.5670 1.8835  0.076
H -1.9112 -0.8365 2.7409  0.082
H 0.9434 -0.1577 3.3103  0.113
H -0.3452 0.2324 4.3884  0.117
H 0.1077 1.2293 1.8666  0.080
C 0.3963 0.4588 -3.8644  -0.104
C 0.0711 0.3263 -2.4183  -0.340
O 1.2307 0.5195 -1.6008  -0.088
H -0.5302 0.2655 -4.4051  0.081
H 1.1981 -0.2614 -4.0280  0.075
H 0.8044 1.4478 -4.0726  0.080
H -0.3858 -0.6558 -2.2967  0.109
H -0.5608 1.1657 -2.1280  0.115
H 1.8801 -0.1623 -1.7879  0.073

Record 6
ORCA calculation (wB97M-V/def2-TZVPD) on C3H7NO2 as an isolated structure.

Results
**E_HOMO**: -8.033 eV
**Electronic energy**: -8806.7006 eV
**HOMO-LUMO gap**: 8.810 eV
**Energy relative to the best compared isomer or geometry (same formula, charge and spin)**: 3.828 eV
**Largest force on an atom**: 0.33 eV/A

Each line ends with the Löwdin charge.
Geometry (Å):
C -0.5086 -1.0784 1.5898  -0.127
O 0.4976 -0.3081 0.9729  -0.199
C -0.0204 0.8121 0.3031  -0.211
C -0.4867 0.6158 -1.0519  -0.508
O -1.3218 1.5624 -1.3167  0.019
N -0.2190 -0.3764 -1.8919  0.212
H -1.1695 -1.5576 0.8496  0.082
H -1.1280 -0.4623 2.2541  0.087
H -0.0104 -1.8597 2.1717  0.085
H 0.7167 1.6221 0.3244  0.118
H -1.2140 1.7094 -0.1141  0.194
H -0.7625 -0.5182 -2.7291  0.124
H 0.4824 -1.0520 -1.6269  0.125

Which of these has the lowest largest force on an atom? C35H61BaN4OPSSi2